The following is a quantum chemistry calculation of C36H53N4O3Ti as an isolated structure, from OMol25.

Summary:
total charge: +1
ΔE to the lowest compared entry with this formula, charge and spin: 0.68 kcal per mole
HOMO-LUMO gap: 7.63 eV
lowest unoccupied orbital energy: -3.0 eV

Last column: Löwdin charge in e.
Atoms and positions in Å:
Ti: 0.704 0.786 -0.096  1.09
C: -3.189 2.821 1.206  -0.05
C: -3.086 1.800 0.070  -0.39
C: -4.406 1.037 -0.078  -0.05
C: -2.677 2.462 -1.237  -0.13
C: -3.498 3.470 -1.734  -0.03
C: -3.188 4.138 -2.900  -0.05
C: -2.027 3.809 -3.580  -0.02
C: -1.170 2.813 -3.127  -0.13
C: 0.086 2.559 -3.941  -0.35
C: 1.345 3.041 -3.218  -0.05
C: 0.203 1.112 -4.431  -0.05
C: -1.511 2.126 -1.949  -0.13
N: -0.659 1.080 -1.454  -0.08
C: -1.146 -0.201 -1.340  -0.17
C: -0.307 -1.229 -0.979  -0.17
N: 1.026 -0.954 -0.747  -0.08
C: 2.002 -1.985 -0.532  -0.14
C: 2.894 -2.349 -1.554  -0.13
C: 3.851 -3.316 -1.269  -0.02
C: 3.939 -3.913 -0.024  -0.05
C: 3.044 -3.555 0.965  -0.03
C: 2.061 -2.600 0.729  -0.13
C: 1.119 -2.232 1.860  -0.38
C: 1.836 -1.340 2.878  -0.04
C: 0.508 -3.462 2.536  -0.05
C: 2.870 -1.786 -2.964  -0.35
C: 3.178 -0.292 -3.036  -0.05
C: 1.581 -2.161 -3.703  -0.04
H: -3.375 2.316 2.157  0.08
H: -4.013 3.517 1.041  0.08
H: -2.273 3.408 1.295  0.08
H: -2.314 1.089 0.357  0.07
H: -5.213 1.715 -0.361  0.08
H: -4.688 0.565 0.866  0.07
H: -4.348 0.266 -0.848  0.08
H: -4.400 3.734 -1.194  0.11
H: -3.840 4.915 -3.275  0.11
H: -1.774 4.338 -4.491  0.12
H: -0.014 3.186 -4.830  0.13
H: 1.514 2.484 -2.298  0.04
H: 1.264 4.099 -2.965  0.09
H: 2.221 2.910 -3.857  0.09
H: 0.420 0.433 -3.610  0.04
H: 1.010 1.026 -5.160  0.08
H: -0.722 0.792 -4.911  0.09
H: -2.200 -0.402 -1.494  0.13
H: -0.702 -2.225 -0.803  0.14
H: 4.545 -3.605 -2.050  0.12
H: 4.699 -4.658 0.171  0.11
H: 3.108 -4.024 1.939  0.11
H: 0.289 -1.664 1.444  0.08
H: 2.664 -1.880 3.341  0.09
H: 1.154 -1.026 3.673  0.07
H: 2.248 -0.449 2.398  0.07
H: 1.258 -4.042 3.073  0.08
H: 0.036 -4.119 1.803  0.09
H: -0.249 -3.157 3.264  0.06
H: 3.687 -2.288 -3.488  0.13
H: 2.426 0.302 -2.523  0.04
H: 3.202 0.033 -4.078  0.09
H: 4.155 -0.079 -2.596  0.09
H: 0.703 -1.698 -3.253  0.05
H: 1.440 -3.243 -3.692  0.09
H: 1.631 -1.835 -4.743  0.09
N: -4.974 -4.498 3.916  0.19
C: -4.487 -3.467 4.649  -0.49
O: -4.766 -3.272 5.810  0.09
C: -3.561 -2.510 3.930  -0.10
C: -3.565 -2.308 2.557  0.02
C: -2.698 -1.374 2.020  -0.08
N: -1.855 -0.669 2.773  0.07
C: -1.852 -0.858 4.097  -0.07
C: -2.693 -1.760 4.713  0.03
H: -5.543 -5.174 4.400  0.12
H: -4.571 -4.767 3.037  0.10
H: -4.247 -2.837 1.905  0.12
H: -2.672 -1.173 0.956  0.11
H: -1.150 -0.264 4.669  0.13
H: -2.697 -1.888 5.787  0.13
C: 3.724 3.492 0.489  -0.04
C: 3.545 2.130 -0.150  -0.48
C: 4.488 1.084 0.417  -0.03
O: 2.200 1.697 0.055  -0.28
H: 4.738 3.854 0.316  0.09
H: 3.561 3.425 1.567  0.09
H: 3.023 4.214 0.070  0.08
H: 3.688 2.211 -1.231  0.13
H: 4.278 0.100 -0.005  0.07
H: 4.376 1.030 1.502  0.09
H: 5.521 1.347 0.192  0.09
C: 0.053 1.975 2.595  -0.08
O: -0.201 0.879 1.696  -0.30
H: 0.993 1.814 3.122  0.09
H: -0.766 2.048 3.309  0.09
H: 0.106 2.908 2.036  0.09
H: -0.929 0.200 2.145  0.04

---

The following is a quantum chemistry calculation of C36H53N5NiOSbSi as an isolated structure, from OMol25.

Summary:
total charge: +1
ΔE to the lowest compared entry with this formula, charge and spin: 29.85 kcal per mole
HOMO-LUMO gap (alpha / beta): 7.45 / 7.45 eV
lowest unoccupied orbital energy (alpha / beta): -3.0 / -3.1 eV

Last column: Löwdin charge in e.
Atoms and positions in Å:
Ni: -0.931 0.743 0.968  0.19
C: -0.830 -4.393 3.372  -0.19
Si: -1.666 -2.915 4.142  0.40
C: -0.904 -2.509 5.790  -0.19
C: -3.497 -3.205 4.291  -0.19
C: -1.396 -1.499 2.990  -0.17
C: -1.218 -0.533 2.268  -0.15
H: -0.936 -5.277 4.005  0.03
H: 0.237 -4.209 3.226  0.03
H: -1.269 -4.620 2.399  0.03
H: -1.080 -3.317 6.503  0.04
H: -1.327 -1.593 6.206  0.03
H: 0.175 -2.372 5.698  0.03
H: -3.710 -4.014 4.993  0.03
H: -3.920 -3.477 3.323  0.03
H: -4.011 -2.309 4.644  0.03
C: -0.516 4.622 -2.293  -0.14
C: -1.633 4.553 -1.258  -0.56
C: -2.959 4.161 -1.901  -0.15
Sb: -1.185 3.228 0.380  1.57
C: -2.904 3.719 1.607  -0.55
C: -2.915 5.196 1.990  -0.13
C: -3.033 2.814 2.833  -0.14
C: 0.389 4.282 1.413  -0.54
C: 0.455 3.820 2.868  -0.14
C: 1.740 4.088 0.725  -0.14
H: -0.799 5.308 -3.095  0.08
H: -0.330 3.646 -2.749  0.08
H: 0.420 4.987 -1.873  0.05
H: -1.731 5.523 -0.766  0.08
H: -2.880 3.192 -2.401  0.07
H: -3.237 4.897 -2.660  0.09
H: -3.779 4.110 -1.184  0.06
H: -3.748 3.523 0.941  0.06
H: -2.051 5.455 2.605  0.06
H: -3.808 5.420 2.578  0.09
H: -2.925 5.857 1.123  0.07
H: -2.344 3.115 3.622  0.07
H: -2.838 1.759 2.619  0.04
H: -4.045 2.881 3.240  0.09
H: 0.102 5.335 1.372  0.09
H: 0.443 2.729 2.952  0.06
H: -0.371 4.207 3.464  0.06
H: 1.384 4.168 3.329  0.09
H: 2.112 3.075 0.885  0.06
H: 2.476 4.773 1.152  0.09
H: 1.712 4.267 -0.349  0.05
N: 5.826 -1.322 1.360  0.17
C: 7.022 -1.632 0.746  -0.19
C: 8.212 -2.173 1.227  -0.02
C: 9.218 -2.356 0.303  -0.08
C: 9.051 -2.014 -1.053  -0.08
C: 7.871 -1.479 -1.519  -0.01
C: 6.838 -1.287 -0.597  -0.22
N: 5.567 -0.779 -0.790  0.19
C: 5.005 -0.817 0.386  -0.28
C: 3.633 -0.366 0.632  -0.11
C: 3.010 -0.463 1.872  0.02
C: 1.707 -0.031 2.018  -0.09
N: 1.020 0.508 1.005  -0.03
C: 1.621 0.616 -0.191  -0.12
C: 2.905 0.183 -0.422  0.03
H: 5.615 -1.432 2.335  0.15
H: 8.347 -2.436 2.268  0.11
H: 10.162 -2.774 0.626  0.11
H: 9.871 -2.178 -1.738  0.10
H: 7.736 -1.211 -2.558  0.11
H: 3.510 -0.881 2.734  0.11
H: 1.182 -0.125 2.957  0.11
H: 1.038 1.061 -0.989  0.11
H: 3.349 0.260 -1.403  0.12
C: -3.938 -3.676 -4.894  -0.07
C: -3.009 -3.763 -3.691  -0.20
N: -1.731 -3.090 -3.901  -0.05
C: -0.789 -3.708 -4.842  -0.19
C: -0.651 -2.924 -6.138  -0.06
C: -1.289 -2.021 -3.213  -0.42
O: -0.143 -1.596 -3.299  0.07
C: -2.219 -1.273 -2.289  -0.09
C: -3.482 -0.804 -2.611  0.01
C: -4.149 0.020 -1.712  -0.02
C: -3.518 0.380 -0.540  -0.10
N: -2.287 -0.053 -0.239  -0.02
C: -1.667 -0.878 -1.079  -0.04
H: -4.897 -4.139 -4.662  0.08
H: -3.517 -4.196 -5.755  0.07
H: -4.115 -2.640 -5.188  0.07
H: -2.796 -4.812 -3.471  0.13
H: -3.484 -3.354 -2.802  0.11
H: -1.153 -4.718 -5.035  0.12
H: 0.180 -3.783 -4.349  0.12
H: -1.610 -2.829 -6.649  0.07
H: 0.043 -3.433 -6.807  0.08
H: -0.259 -1.928 -5.936  0.07
H: -3.941 -1.058 -3.557  0.12
H: -5.140 0.392 -1.926  0.12
H: -3.989 1.035 0.182  0.12
H: -0.684 -1.232 -0.793  0.13